P | Molecular formula: C4H9NO3
Method: DFT, the ωB97M-V functional and the def2-TZVPD basis

The geometry in XYZ format:
```
17
C4H9NO3 (the ωB97M-V functional and the def2-TZVPD basis)
C 2.635 -0.729 0.197
C 1.525 0.239 -0.113
O 1.727 1.439 -0.211
C 0.094 -0.368 -0.944
O -0.154 -1.560 -0.972
H 3.554 -0.445 -0.322
H 2.373 -1.743 -0.116
H 2.800 -0.744 1.278
H -0.026 0.314 -1.796
C -2.244 1.203 0.114
N -1.291 0.278 0.708
O -1.924 -0.985 0.928
H -1.803 2.201 0.068
H -3.168 1.265 0.692
H -2.492 0.873 -0.900
H -0.227 0.396 0.957
H -1.379 -1.636 0.431
```

Output
Lowest unoccupied orbital energy ... 0.08 eV

These are the Löwdin partial charges, in e, on atoms 1 to 8: atom 1 (C): -0.02, atom 2 (C): -0.36, atom 3 (O): 0.05, atom 4 (C): -0.21, atom 5 (O): -0.02, atom 6 (H): 0.09, atom 7 (H): 0.08, atom 8 (H): 0.09



Q | Molecular formula: C4H9NO3
Method: DFT, the ωB97M-V functional and the def2-TZVPD basis

The geometry in XYZ format:
```
17
C4H9NO3 (the ωB97M-V functional and the def2-TZVPD basis)
C -1.335 0.049 -1.361
N -0.743 -0.640 -0.257
C -0.956 0.222 1.148
C 0.698 -0.747 -0.376
O 1.230 -1.766 0.400
C 1.231 0.625 0.069
O 0.910 1.680 -0.468
O 2.346 0.502 0.818
H -0.901 1.077 -1.425
H -2.417 0.060 -1.247
H -1.042 -0.430 -2.299
H -2.040 0.150 1.220
H -0.827 1.303 1.250
H -0.521 -0.395 1.930
H 0.983 -0.893 -1.433
H 0.651 -2.177 1.053
H 2.732 1.378 0.975
```

Output
Lowest unoccupied orbital energy ... 0.75 eV

These are the Löwdin partial charges, in e, on atoms 1 to 8: atom 1 (C): -0.12, atom 2 (N): -0.14, atom 3 (C): -0.01, atom 4 (C): -0.36, atom 5 (O): 0.02, atom 6 (C): -0.48, atom 7 (O): 0.07, atom 8 (O): 0.12



Stability, lowest: P



P | Molecular formula: C4H9NO3
Method: DFT, the ωB97M-V functional and the def2-TZVPD basis

The geometry in XYZ format:
```
17
C4H9NO3 (the ωB97M-V functional and the def2-TZVPD basis)
C 1.765 0.781 0.976
C 0.151 -0.721 -1.993
C 0.243 0.059 -0.704
O 1.501 -0.021 -0.182
O -0.391 1.208 -0.627
H 1.592 1.837 0.766
H 2.807 0.605 1.226
H 1.127 0.467 1.807
H 0.602 -1.706 -1.887
H 0.687 -0.161 -2.762
H -0.892 -0.813 -2.289
N -1.899 0.352 1.091
C -1.449 -0.843 1.076
O -1.509 -1.955 1.513
H -1.176 1.083 0.154
H -2.678 0.561 1.702
H -0.481 -0.732 0.132
```

Output
Lowest unoccupied orbital energy ... 0.22 eV

These are the Löwdin partial charges, in e, on atoms 1 to 8: atom 1 (C): -0.04, atom 2 (C): 0.02, atom 3 (C): -0.55, atom 4 (O): -0.07, atom 5 (O): 0.00, atom 6 (H): 0.09, atom 7 (H): 0.09, atom 8 (H): 0.09



Q | Molecular formula: C4H9NO3
Method: DFT, the ωB97M-V functional and the def2-TZVPD basis

The geometry in XYZ format:
```
17
C4H9NO3 (the ωB97M-V functional and the def2-TZVPD basis)
C -1.861 -0.589 -0.214
C -0.348 -0.810 -0.164
C 2.321 1.362 0.294
N 0.330 0.230 0.619
C 1.947 0.034 0.636
O -2.185 0.643 -0.838
O -2.499 -1.611 -0.916
O 2.410 -1.066 0.662
H -1.560 1.318 -0.549
H -2.326 -1.478 -1.858
H -0.054 0.304 1.561
H -2.279 -0.629 0.801
H 0.050 -0.773 -1.182
H -0.131 -1.797 0.250
H 0.876 1.211 -0.027
H 1.981 2.124 0.995
H 3.328 1.527 -0.073
```

Output
Lowest unoccupied orbital energy ... 0.52 eV

These are the Löwdin partial charges, in e, on atoms 1 to 8: atom 1 (C): -0.47, atom 2 (C): -0.14, atom 3 (C): -0.05, atom 4 (N): -0.03, atom 5 (C): -0.49, atom 6 (O): 0.01, atom 7 (O): 0.02, atom 8 (O): 0.10



R | Molecular formula: C4H9NO3
Method: DFT, the ωB97M-V functional and the def2-TZVPD basis

The geometry in XYZ format:
```
17
C4H9NO3 (the ωB97M-V functional and the def2-TZVPD basis)
O -1.725 1.816 -2.354
C -1.424 1.238 -1.322
N -0.273 0.519 -1.246
C 0.320 -0.472 -0.334
C 1.641 0.080 0.253
O 1.543 0.356 1.647
C -0.654 -1.080 0.709
O -1.839 -0.366 0.983
H -2.083 1.355 -0.473
H 0.212 0.560 -2.127
H 0.585 -1.292 -0.992
H 2.455 -0.610 0.018
H 1.870 1.029 -0.221
H 2.039 -0.290 2.171
H -0.938 -2.035 0.272
H -0.154 -1.284 1.635
H -1.573 0.475 1.382
```

Output
Lowest unoccupied orbital energy ... 0.43 eV

These are the Löwdin partial charges, in e, on atoms 1 to 8: atom 1 (O): 0.00, atom 2 (C): -0.34, atom 3 (N): 0.07, atom 4 (C): -0.25, atom 5 (C): -0.20, atom 6 (O): -0.07, atom 7 (C): -0.20, atom 8 (O): -0.06



Stability, lowest: Q



P | Molecular formula: C4H9NO3
Method: DFT, the ωB97M-V functional and the def2-TZVPD basis

The geometry in XYZ format:
```
17
C4H9NO3 (the ωB97M-V functional and the def2-TZVPD basis)
O 0.137 -2.630 -2.794
C -0.166 -2.352 -1.668
C 0.448 -1.306 -0.819
C -0.692 -0.700 0.052
N -0.373 0.594 0.656
C -0.397 0.836 1.971
O -0.247 1.991 2.381
H -1.028 -2.903 -1.193
H 1.235 -1.678 -0.129
H 0.938 -0.513 -1.397
H -1.598 -0.531 -0.562
H -1.015 -1.475 0.750
H -0.005 1.279 -0.035
H -0.457 0.029 2.704
O 1.155 2.735 0.063
H 0.223 3.023 0.132
H 1.300 2.668 1.017
```

Output
Lowest unoccupied orbital energy ... 0.68 eV

These are the Löwdin partial charges, in e, on atoms 1 to 8: atom 1 (O): 0.07, atom 2 (C): -0.30, atom 3 (C): -0.14, atom 4 (C): -0.20, atom 5 (N): 0.02, atom 6 (C): -0.34, atom 7 (O): -0.03, atom 8 (H): 0.13



Q | Molecular formula: C4H9NO3
Method: DFT, the ωB97M-V functional and the def2-TZVPD basis

The geometry in XYZ format:
```
17
C4H9NO3 (the ωB97M-V functional and the def2-TZVPD basis)
C 1.349 1.249 1.101
C -0.215 0.920 -1.177
O 0.113 0.755 0.654
O 0.796 0.924 -1.910
H -0.954 1.735 -1.187
H 1.280 0.825 2.126
H 2.004 2.002 1.557
H 1.868 1.452 0.154
N -0.603 -1.744 1.047
C -0.936 -0.527 -1.044
C -1.098 -0.651 0.429
O -0.062 -1.489 -1.584
H 0.586 -0.932 -2.087
H -0.437 -1.669 2.042
H 0.157 -2.184 0.531
H -1.903 -0.503 -1.555
H -1.943 -0.163 0.903
```

Output
Lowest unoccupied orbital energy ... 0.52 eV

These are the Löwdin partial charges, in e, on atoms 1 to 8: atom 1 (C): -0.18, atom 2 (C): -0.29, atom 3 (O): -0.26, atom 4 (O): -0.04, atom 5 (H): 0.14, atom 6 (H): 0.09, atom 7 (H): 0.06, atom 8 (H): 0.09



Stability, lowest: Q



P | Molecular formula: C4H9NO3
Method: DFT, the ωB97M-V functional and the def2-TZVPD basis

The geometry in XYZ format:
```
17
C4H9NO3 (the ωB97M-V functional and the def2-TZVPD basis)
C -2.146 -0.445 0.379
O -3.163 0.432 -0.128
C -0.768 0.186 0.053
C 0.346 -0.816 -0.030
C 1.685 -0.001 -0.426
O 2.188 -0.499 -1.476
O 2.597 -0.094 0.693
N -0.336 1.223 0.892
H -2.334 -1.401 -0.114
H -2.245 -0.525 1.458
H -2.937 0.614 -1.033
H -0.797 0.478 -1.019
H 0.604 -1.083 0.995
H 0.117 -1.693 -0.626
H 1.268 1.036 -0.548
H 2.240 0.625 1.229
H -1.054 1.947 0.950
```

Output
Lowest unoccupied orbital energy ... -3.47 eV

These are the Löwdin partial charges, in e, on atoms 1 to 8: atom 1 (C): -0.16, atom 2 (O): -0.06, atom 3 (C): -0.49, atom 4 (C): -0.05, atom 5 (C): -0.56, atom 6 (O): 0.08, atom 7 (O): 0.01, atom 8 (N): 0.16



Q | Molecular formula: C4H9NO3
Method: DFT, the ωB97M-V functional and the def2-TZVPD basis

The geometry in XYZ format:
```
17
C4H9NO3 (the ωB97M-V functional and the def2-TZVPD basis)
C -0.160 1.372 -0.185
C -0.086 0.550 -1.370
C -1.007 -1.088 0.619
C 0.237 -1.773 0.679
N -1.084 0.265 -0.395
O -0.752 2.632 -0.049
O 0.864 1.282 0.758
O 1.810 -1.075 -0.707
H -1.590 2.611 -0.527
H 0.593 1.815 1.518
H 2.269 -0.472 -0.107
H -0.410 0.772 -2.384
H 1.074 -0.369 -1.171
H -1.293 -0.618 1.554
H -1.811 -1.672 0.186
H 0.939 -1.560 1.469
H 0.406 -2.673 0.112
```

Output
Lowest unoccupied orbital energy (spin up / spin down) ... -0.24 / -1.09 eV

These are the Löwdin partial charges, in e, on atoms 1 to 8: atom 1 (C): -0.62, atom 2 (C): -0.06, atom 3 (C): -0.15, atom 4 (C): 0.04, atom 5 (N): 0.05, atom 6 (O): 0.06, atom 7 (O): 0.05, atom 8 (O): -0.14



R | Molecular formula: C4H9NO3
Method: DFT, the ωB97M-V functional and the def2-TZVPD basis

The geometry in XYZ format:
```
17
C4H9NO3 (the ωB97M-V functional and the def2-TZVPD basis)
C -0.785 1.806 0.182
C -1.182 0.362 0.085
O -0.188 -0.438 1.362
O -2.340 -0.019 0.047
H -0.800 -1.128 1.661
H 0.274 1.941 0.381
H -1.051 2.301 -0.752
H -1.344 2.254 1.005
C 2.025 -0.291 -0.005
C 0.726 -1.001 -0.181
O -1.027 -1.535 -1.533
N -0.230 -0.487 -0.994
H -1.921 -1.306 -1.189
H 0.758 -2.087 -0.127
H 1.910 0.790 0.007
H 2.660 -0.548 -0.859
H 2.515 -0.615 0.912
```

Output
Lowest unoccupied orbital energy ... 0.72 eV

These are the Löwdin partial charges, in e, on atoms 1 to 8: atom 1 (C): 0.01, atom 2 (C): -0.50, atom 3 (O): -0.08, atom 4 (O): 0.03, atom 5 (H): 0.09, atom 6 (H): 0.06, atom 7 (H): 0.10, atom 8 (H): 0.10



Stability, lowest: P